{"formula": "C19H20AsBaN6O6PS2", "method": "ωB97M-V/def2-TZVPD", "total_energy_ha": -4915.07197, "total_charge": -1, "lumo_energy_ev": [2.0, 2.0], "homo_ev": [-1.2, -4.8], "mol_weight_g_mol": 735.763, "orbital_gap_ev": [3.3, 6.9], "multiplicity": 2, "relative_energy_kj_mol": 264.6, "species": ["Ba", "C", "N", "C", "C", "N", "C", "P", "C", "N", "C", "C", "N", "C", "C", "N", "C", "C", "N", "C", "H", "H", "H", "H", "H", "H", "H", "H", "H", "H", "H", "H", "H", "H", "H", "O", "As", "O", "O", "C", "C", "C", "C", "C", "C", "S", "O", "O", "O", "H", "H", "H", "H", "H", "S", "C"], "coordinates": [[1.206, 0.564, -0.949], [-2.810, 4.090, 2.961], [-1.703, 3.861, 2.060], [-0.689, 4.749, 1.810], [0.135, 4.145, 0.902], [-0.343, 2.905, 0.595], [-1.440, 2.755, 1.300], [-2.547, 1.308, 1.321], [-1.405, 0.050, 1.941], [-0.101, 0.178, 1.994], [0.362, -0.917, 2.674], [-0.686, -1.713, 3.027], [-1.818, -1.095, 2.559], [-3.153, -1.636, 2.613], [-2.714, 0.994, -0.454], [-1.811, 1.249, -1.375], [-2.396, 0.964, -2.576], [-3.676, 0.536, -2.374], [-3.888, 0.564, -1.020], [-5.083, 0.101, -0.358], [-2.667, 5.072, 3.407], [-2.829, 3.338, 3.749], [-3.756, 4.074, 2.421], [-0.657, 5.714, 2.284], [1.019, 4.543, 0.437], [1.417, -1.060, 2.828], [-0.738, -2.661, 3.534], [-3.245, -2.257, 3.503], [-3.363, -2.236, 1.727], [-3.877, -0.824, 2.681], [-1.854, 1.095, -3.498], [-4.445, 0.218, -3.056], [-5.943, 0.351, -0.978], [-5.188, 0.607, 0.600], [-5.048, -0.977, -0.196], [2.496, -3.428, 1.116], [2.187, -2.176, -0.092], [0.571, -2.243, -0.472], [2.643, -0.645, 0.520], [3.678, -2.625, -1.297], [4.423, -3.749, -0.977], [5.631, -4.010, -1.618], [6.104, -3.141, -2.574], [5.361, -2.016, -2.920], [4.155, -1.751, -2.295], [3.208, -0.351, -2.937], [3.622, -0.161, -4.292], [3.414, 0.771, -2.017], [1.844, -0.896, -2.712], [1.732, -3.463, 1.705], [4.060, -4.409, -0.202], [6.193, -4.896, -1.350], [7.045, -3.335, -3.074], [5.692, -1.348, -3.702], [0.827, 2.368, -4.229], [0.846, 2.857, -2.677]], "atomic_forces_ev_per_a": [[-3.8, 3.3, 1.3], [0.0, 0.0, 0.0], [0.3, 0.1, -0.1], [-0.1, -0.1, 0.0], [-0.1, -0.1, 0.0], [0.1, 0.0, 0.2], [-0.2, -0.3, 0.0], [-0.2, 0.4, 0.2], [0.1, 0.0, -0.1], [0.2, -0.1, 0.2], [-0.1, 0.2, -0.1], [-0.1, -0.2, 0.0], [0.2, 0.1, 0.1], [-0.1, 0.0, 0.0], [0.0, 0.0, -0.1], [-0.1, -0.4, -0.1], [0.1, 0.1, 0.1], [-0.1, 0.0, 0.0], [0.3, 0.1, -0.1], [-0.1, 0.1, 0.0], [-0.1, 0.0, 0.0], [0.0, 0.0, 0.0], [0.0, 0.0, 0.0], [0.0, 0.0, 0.0], [0.1, 0.0, -0.1], [0.1, 0.0, 0.0], [0.0, 0.0, 0.0], [0.0, 0.0, 0.0], [0.0, 0.0, 0.0], [0.0, 0.0, 0.0], [0.0, 0.0, 0.0], [0.0, 0.0, 0.0], [0.0, -0.1, 0.0], [0.0, 0.0, 0.0], [-0.1, 0.0, 0.0], [0.0, -0.2, 0.4], [0.6, 0.9, 0.2], [0.7, 0.0, 0.1], [0.4, -2.4, 0.4], [-0.2, 0.3, 0.0], [0.0, 0.0, 0.0], [-0.2, -0.2, 0.3], [0.2, 0.2, -0.3], [-0.1, -0.1, 0.1], [0.1, -0.1, -0.1], [0.0, -1.1, 0.6], [0.1, 0.0, -0.1], [1.2, -0.1, -0.9], [0.8, -0.5, -1.6], [0.0, 0.0, -0.2], [0.1, 0.0, 0.0], [0.0, 0.0, 0.0], [0.0, 0.0, 0.0], [0.0, 0.0, 0.0], [-0.2, 0.3, 0.9], [0.1, 0.0, -1.0]]}

---

{"formula": "C19H20BrN3O9Rb", "method": "ωB97M-V/def2-TZVPD", "total_energy_ha": -4175.78192, "total_charge": -1, "lumo_energy_ev": 2.2, "homo_ev": -4.4, "mol_weight_g_mol": 599.753, "orbital_gap_ev": 6.6, "multiplicity": 1, "relative_energy_kj_mol": 21.6, "species": ["Rb", "O", "C", "C", "N", "C", "C", "O", "O", "C", "C", "O", "O", "H", "H", "H", "H", "H", "H", "H", "H", "H", "O", "C", "O", "C", "C", "C", "C", "C", "N", "C", "O", "O", "H", "H", "H", "H", "H", "C", "C", "C", "C", "C", "Br", "N", "C", "H", "H", "H", "H", "H", "H"], "coordinates": [[0.483, -0.138, -0.701], [-3.827, 0.749, -2.383], [-3.380, 1.955, -1.799], [-3.807, 2.119, -0.341], [-3.174, 1.245, 0.614], [-3.504, -0.160, 0.641], [-2.372, -1.033, 0.067], [-1.585, -1.566, 0.880], [-2.235, -1.075, -1.192], [-2.237, 1.759, 1.573], [-0.792, 1.966, 1.072], [-0.619, 2.475, -0.051], [0.136, 1.564, 1.837], [-3.270, 0.019, -2.018], [-3.826, 2.772, -2.378], [-2.290, 2.050, -1.843], [-4.900, 1.980, -0.297], [-3.581, 3.148, -0.047], [-4.409, -0.303, 0.047], [-3.689, -0.488, 1.670], [-2.179, 1.074, 2.421], [-2.585, 2.732, 1.949], [1.957, 4.030, -2.431], [2.115, 2.820, -1.859], [1.970, 1.798, -2.476], [2.496, 2.904, -0.416], [2.619, 4.126, 0.221], [2.966, 4.134, 1.566], [3.151, 2.929, 2.209], [2.967, 1.761, 1.478], [2.668, 1.730, 0.189], [3.078, 0.429, 2.189], [1.930, -0.197, 2.380], [4.140, -0.008, 2.557], [1.648, 3.854, -3.332], [2.435, 5.040, -0.321], [3.070, 5.073, 2.094], [3.408, 2.877, 3.258], [1.154, 0.419, 2.173], [-0.840, -5.448, 0.216], [0.425, -4.910, -0.394], [1.511, -5.706, -0.722], [2.643, -5.140, -1.290], [2.628, -3.773, -1.498], [4.155, -2.939, -2.271], [1.620, -2.987, -1.194], [0.536, -3.547, -0.655], [-0.694, -6.457, 0.599], [-1.636, -5.470, -0.530], [-1.174, -4.798, 1.024], [1.479, -6.773, -0.530], [3.509, -5.727, -1.557], [-0.289, -2.887, -0.397]], "atomic_forces_ev_per_a": [[0.0, -0.1, -0.2], [0.0, 0.0, 0.0], [0.0, 0.0, 0.0], [0.0, 0.0, 0.0], [0.0, 0.1, -0.1], [0.0, 0.0, 0.0], [0.2, 0.0, 0.0], [0.0, 0.0, 0.0], [0.0, 0.1, 0.0], [0.1, 0.0, 0.1], [-0.1, -0.1, -0.1], [0.0, 0.0, 0.0], [0.0, 0.0, 0.2], [0.0, 0.0, 0.0], [0.0, 0.0, 0.0], [0.0, 0.0, 0.0], [0.0, 0.0, 0.0], [0.0, 0.0, 0.0], [0.0, 0.0, 0.0], [0.0, 0.0, 0.0], [-0.1, 0.0, 0.0], [0.0, 0.0, 0.0], [0.0, 0.0, 0.0], [0.0, 0.0, 0.0], [-0.1, 0.0, 0.0], [0.0, 0.0, 0.0], [0.0, 0.0, 0.1], [0.0, 0.0, -0.1], [0.0, 0.1, -0.1], [0.1, -0.1, 0.1], [0.1, 0.2, 0.2], [0.0, -0.1, 0.0], [0.0, 0.1, -0.1], [0.0, 0.0, 0.0], [0.0, 0.0, 0.0], [0.0, 0.0, 0.0], [0.0, 0.0, 0.0], [0.0, 0.0, 0.0], [0.0, 0.0, 0.0], [0.1, 0.1, -0.1], [0.0, 0.0, 0.0], [0.0, 0.0, 0.0], [0.0, 0.0, 0.0], [0.0, 0.0, 0.0], [0.0, 0.0, 0.0], [0.0, 0.1, 0.0], [0.0, -0.1, 0.0], [0.0, 0.0, 0.0], [0.0, 0.0, 0.0], [0.0, 0.0, 0.0], [0.0, 0.0, 0.0], [0.0, 0.0, 0.0], [0.0, 0.0, 0.0]]}

---

{"formula": "C19H20CeClNOP", "method": "ωB97M-V/def2-TZVPD", "total_energy_ha": -2142.12584, "total_charge": 2, "lumo_energy_ev": [-8.1, -8.0], "homo_ev": [-14.7, -14.7], "mol_weight_g_mol": 484.918, "orbital_gap_ev": [6.6, 6.6], "multiplicity": 2, "species": ["Ce", "Cl", "C", "O", "P", "C", "C", "C", "C", "C", "C", "C", "C", "H", "H", "H", "H", "H", "C", "C", "C", "C", "C", "H", "H", "H", "H", "H", "C", "C", "C", "C", "C", "H", "H", "H", "H", "H", "H", "H", "N", "H", "H", "H"], "coordinates": [[-1.103, -0.990, 0.124], [0.794, -2.649, 0.485], [-0.073, 1.277, 0.030], [0.495, 2.290, 0.190], [0.047, 0.146, -2.386], [-1.486, -0.281, -3.307], [0.507, 1.746, -3.115], [1.321, -0.996, -3.047], [1.708, 1.951, -3.817], [2.034, 3.217, -4.310], [1.164, 4.295, -4.112], [-0.048, 4.093, -3.434], [-0.367, 2.834, -2.933], [2.405, 1.124, -3.964], [2.976, 3.360, -4.846], [1.429, 5.284, -4.482], [-0.739, 4.927, -3.289], [-1.304, 2.689, -2.387], [-2.389, -1.213, -2.760], [-3.633, -1.401, -3.369], [-3.920, -0.813, -4.598], [-2.975, 0.023, -5.211], [-1.773, 0.308, -4.556], [-2.117, -1.914, -1.930], [-4.360, -2.036, -2.861], [-4.867, -1.012, -5.099], [-3.175, 0.460, -6.187], [-1.060, 1.007, -5.006], [1.112, -1.697, -4.244], [2.090, -2.585, -4.699], [3.268, -2.778, -3.968], [3.476, -2.054, -2.786], [2.516, -1.163, -2.326], [0.182, -1.555, -4.804], [1.924, -3.126, -5.631], [4.015, -3.487, -4.323], [4.395, -2.191, -2.219], [2.670, -0.607, -1.398], [-2.594, -2.737, 0.053], [-1.881, -3.121, -0.143], [-0.359, -0.435, 2.546], [-0.969, 0.092, 3.175], [0.513, 0.104, 2.454], [-0.106, -1.300, 3.031]], "atomic_forces_ev_per_a": [[1.2, 0.3, 0.2], [-0.7, 0.5, -0.3], [3.0, 5.9, 1.7], [-2.6, -4.7, -1.1], [0.6, -0.5, -2.2], [0.1, -0.1, -0.1], [0.1, 0.9, 0.3], [0.0, -0.3, 0.3], [0.0, -0.2, 0.2], [-0.2, 0.1, 0.1], [-0.1, -0.5, 0.1], [0.1, 0.0, 0.0], [0.2, 0.0, 0.0], [-0.2, 0.3, 0.0], [-0.4, -0.1, 0.2], [-0.1, -0.2, 0.1], [0.2, -0.3, 0.0], [0.2, 0.1, -0.2], [-0.1, 0.3, -0.1], [0.0, -0.5, 0.3], [0.2, 0.3, -0.1], [0.1, -0.3, 0.4], [-0.2, 0.1, 0.3], [-0.3, 0.5, -0.8], [0.1, 0.0, -0.4], [0.2, 0.1, 0.2], [0.0, -0.1, 0.2], [-0.3, -0.3, 0.2], [0.0, 0.0, 0.2], [0.1, 0.1, 0.1], [-0.4, 0.3, 0.0], [0.1, -0.1, -0.1], [-0.4, -0.1, -0.1], [0.4, -0.1, 0.1], [0.1, 0.1, 0.3], [-0.2, 0.2, 0.1], [-0.2, 0.0, -0.1], [0.1, -0.2, -0.2], [1.5, -1.8, -0.6], [-2.3, 0.2, 0.7], [0.1, 0.2, -0.1], [0.2, 0.0, 0.0], [-0.4, -0.3, 0.3], [0.0, 0.2, -0.1]]}

---

{"formula": "C19H20Cl2N6O4S2Ti", "method": "ωB97M-V/def2-TZVPD", "total_energy_ha": -3931.77073, "total_charge": -2, "lumo_energy_ev": [4.5, 4.4], "homo_ev": [0.6, -0.8], "mol_weight_g_mol": 579.314, "orbital_gap_ev": [3.9, 5.2], "multiplicity": 3, "relative_energy_kj_mol": 26.3, "species": ["Ti", "C", "O", "C", "O", "N", "N", "H", "H", "H", "H", "H", "H", "N", "C", "C", "C", "C", "C", "C", "S", "O", "O", "N", "C", "N", "C", "C", "C", "N", "H", "H", "H", "H", "H", "H", "H", "H", "H", "Cl", "C", "C", "C", "C", "C", "Cl", "C", "S", "H", "H", "H", "C", "H", "H"], "coordinates": [[-2.010, 0.109, -0.469], [1.785, -1.576, 1.238], [0.895, -1.461, 2.358], [-0.240, -0.825, 2.068], [-0.576, -0.610, 0.911], [-0.991, -0.593, 3.160], [-2.170, 0.170, 3.129], [2.654, -2.108, 1.616], [2.063, -0.583, 0.884], [1.311, -2.124, 0.423], [-0.525, -0.661, 4.048], [-2.762, -0.160, 2.355], [-1.931, 1.129, 2.892], [5.088, -1.078, -1.386], [3.830, -0.677, -1.890], [3.164, -1.459, -2.832], [1.934, -1.063, -3.334], [1.355, 0.120, -2.890], [2.022, 0.911, -1.965], [3.255, 0.518, -1.471], [-0.254, 0.613, -3.480], [-0.377, 2.024, -3.181], [-0.317, 0.225, -4.868], [-1.315, -0.134, -2.550], [-1.347, -1.526, -2.418], [-2.017, -1.807, -1.259], [-2.110, -3.139, -0.894], [-1.537, -4.105, -1.697], [-0.885, -3.715, -2.859], [-0.788, -2.379, -3.232], [5.183, -2.082, -1.335], [5.286, -0.665, -0.486], [3.612, -2.389, -3.167], [1.394, -1.669, -4.047], [1.573, 1.826, -1.607], [3.745, 1.130, -0.721], [-2.628, -3.353, 0.030], [-1.599, -5.152, -1.423], [-0.423, -4.432, -3.526], [-0.788, 2.502, -0.180], [-0.853, 3.021, 1.489], [-2.025, 3.649, 1.869], [-2.175, 4.098, 3.172], [-1.132, 3.899, 4.065], [0.026, 3.266, 3.656], [1.271, 3.064, 4.870], [0.250, 2.770, 2.346], [1.683, 1.955, 1.860], [-2.820, 3.749, 1.143], [-3.093, 4.573, 3.490], [-1.211, 4.228, 5.093], [-3.756, 0.551, 0.263], [-4.085, 1.491, 0.732], [-4.632, -0.063, 0.009]], "atomic_forces_ev_per_a": [[-0.1, 0.0, 0.1], [0.1, -0.1, -0.2], [0.0, 0.2, 0.0], [-0.1, -0.3, 0.0], [-0.1, 0.4, 0.1], [0.1, 0.1, -0.1], [-0.1, -0.1, 0.1], [0.0, 0.0, 0.0], [0.0, 0.0, 0.0], [0.0, -0.1, 0.1], [0.0, 0.0, 0.0], [0.0, 0.1, 0.0], [0.0, 0.1, -0.1], [0.0, 0.0, 0.0], [0.0, 0.0, 0.1], [0.0, 0.0, 0.0], [0.0, 0.0, 0.0], [0.0, 0.0, 0.0], [-0.1, 0.0, 0.0], [0.0, -0.1, 0.0], [-0.1, -0.1, 0.0], [0.0, 0.0, 0.0], [0.0, 0.0, 0.0], [0.2, 0.0, 0.1], [-0.1, -0.1, 0.0], [-0.1, 0.0, -0.1], [0.1, 0.0, 0.0], [0.0, 0.0, 0.0], [0.0, 0.0, 0.0], [0.0, 0.1, 0.0], [0.0, 0.0, 0.0], [0.0, 0.0, 0.0], [0.0, 0.0, 0.0], [0.0, 0.0, 0.0], [-0.1, 0.0, 0.0], [0.0, 0.0, 0.0], [0.0, 0.0, 0.0], [0.0, 0.0, 0.0], [0.0, 0.0, 0.0], [0.1, 0.0, 0.0], [0.0, -0.2, 0.0], [0.0, 0.0, 0.0], [0.0, 0.0, 0.0], [0.0, 0.0, 0.0], [0.0, -0.1, 0.0], [0.0, 0.0, 0.0], [0.0, 0.1, 0.0], [0.0, 0.1, 0.0], [0.0, 0.0, 0.0], [0.0, 0.0, 0.0], [0.0, 0.0, 0.0], [0.1, 0.0, 0.0], [0.0, 0.0, 0.0], [0.0, 0.0, 0.0]]}

---

{"formula": "C19H20ClNO2S", "method": "ωB97M-V/def2-TZVPD", "total_energy_ha": -1799.66328, "lumo_energy_ev": 0.5, "homo_ev": -8.5, "mol_weight_g_mol": 361.894, "orbital_gap_ev": 9.0, "multiplicity": 1, "relative_energy_kj_mol": 0.0, "species": ["O", "C", "C", "C", "C", "C", "Cl", "C", "C", "N", "C", "C", "C", "O", "C", "S", "C", "C", "C", "C", "C", "C", "C", "C", "H", "H", "H", "H", "H", "H", "H", "H", "H", "H", "H", "H", "H", "H", "H", "H", "H", "H", "H", "H"], "coordinates": [[-2.563, -3.134, 0.032], [-2.223, -1.984, -0.179], [-3.227, -0.868, -0.169], [-3.293, 0.017, 0.901], [-4.275, 0.990, 0.948], [-5.197, 1.073, -0.084], [-6.422, 2.292, -0.035], [-5.152, 0.190, -1.151], [-4.170, -0.783, -1.185], [-0.944, -1.639, -0.443], [-0.454, -0.308, -0.707], [0.512, 0.127, 0.395], [1.662, -0.881, 0.526], [2.390, -0.827, -0.684], [2.557, -0.533, 1.726], [3.225, 1.166, 1.669], [4.399, 1.038, 0.335], [4.336, 1.963, -0.695], [5.252, 1.901, -1.730], [6.226, 0.917, -1.739], [6.294, 0.003, -0.700], [5.390, 0.068, 0.344], [1.076, -2.291, 0.744], [0.102, -2.634, -0.383], [-2.579, -0.058, 1.708], [-4.329, 1.677, 1.778], [-5.882, 0.262, -1.942], [-4.134, -1.485, -2.004], [-1.288, 0.389, -0.781], [0.089, -0.320, -1.659], [0.927, 1.103, 0.148], [-0.010, 0.198, 1.349], [3.129, -1.444, -0.640], [1.985, -0.575, 2.651], [3.392, -1.232, 1.796], [3.570, 2.723, -0.680], [5.200, 2.620, -2.534], [6.936, 0.864, -2.551], [7.062, -0.757, -0.695], [5.464, -0.630, 1.166], [0.551, -2.322, 1.700], [1.881, -3.029, 0.770], [-0.367, -3.604, -0.210], [0.635, -2.648, -1.340]], "atomic_forces_ev_per_a": [[-0.2, -0.2, 0.1], [-0.1, 0.1, -0.1], [-0.3, 0.0, 0.1], [0.0, -0.1, -0.2], [-0.1, 0.1, 0.0], [0.2, -0.2, 0.0], [-0.1, 0.1, 0.0], [0.0, 0.1, 0.0], [0.2, 0.0, 0.1], [0.2, 0.0, -0.1], [0.1, 0.5, 0.1], [0.2, -0.2, -0.5], [-0.3, -0.1, 0.8], [-0.1, 0.0, -0.3], [0.1, 0.5, -0.4], [0.1, -0.2, 0.1], [-0.2, 0.1, 0.3], [0.0, 0.0, 0.1], [0.1, 0.1, -0.1], [0.0, 0.0, -0.1], [0.1, -0.1, 0.0], [0.1, 0.0, 0.0], [0.0, 0.3, -0.4], [0.1, -0.5, 0.2], [0.1, 0.0, 0.1], [0.0, 0.1, 0.1], [-0.1, 0.0, -0.1], [0.0, -0.1, -0.1], [0.1, -0.1, -0.1], [-0.1, 0.1, 0.0], [0.0, 0.0, 0.1], [0.0, 0.0, 0.1], [0.0, 0.0, 0.0], [0.0, -0.1, 0.1], [-0.1, -0.1, 0.1], [-0.1, 0.0, 0.0], [0.0, 0.1, -0.1], [0.1, 0.0, -0.1], [0.1, 0.0, 0.0], [0.0, 0.0, 0.1], [0.0, -0.1, 0.1], [0.1, 0.0, 0.1], [0.1, 0.1, -0.1], [-0.1, 0.0, 0.1]]}

---

Q: Among the records above, which one has the highest multiplicity?
A: C19H20Cl2N6O4S2Ti